# C54H82O41Rb

A molecular structure, C54H82O41Rb in a non-equilibrium geometry (ωB97M-V/def2-TZVPD, OMol25).

Geometry as XYZ:
```
178
Properties=species:S:1:pos:R:3:forces:R:3
Rb 22.117250 -6.591640 6.027840 -1.1 -0.2 -0.4
O 19.574800 -7.580620 4.870780 0.2 1.2 0.3
C 18.624040 -6.539390 4.861020 1.8 -0.1 0.0
C 19.041320 -4.981070 4.928750 1.1 0.2 0.3
O 19.968530 -4.406570 5.833140 0.1 -1.2 0.6
H 17.878410 -6.716200 5.636190 -0.5 0.1 0.8
H 18.072810 -6.594700 3.922310 -0.6 0.3 -0.6
H 18.102780 -4.429050 4.978930 -1.0 0.0 0.4
H 19.375600 -4.629470 3.952670 0.3 -0.6 -1.1
C 17.507490 -0.960960 5.781170 0.5 -0.4 0.4
C 18.903450 -0.418180 5.485210 -1.1 0.0 -0.4
C 19.721960 -1.297810 4.555720 0.2 -0.6 0.7
O 20.228840 -0.421710 3.553540 0.5 -1.2 0.0
C 19.625760 0.744080 3.618010 -0.7 1.7 -0.8
O 19.828000 1.619200 2.804180 -0.7 -0.9 1.6
O 18.739100 0.749540 4.673770 0.8 1.3 -0.7
H 16.911620 -0.371840 6.478300 0.2 0.5 -0.2
H 17.651850 -1.897530 6.319760 -0.1 -0.4 -0.3
H 16.945380 -1.099840 4.857680 0.1 -0.1 0.1
H 19.456720 -0.223100 6.403870 -0.1 0.5 0.0
H 19.096040 -2.077350 4.121400 0.4 -0.2 -0.1
H 20.573640 -1.690670 5.111060 -0.2 -0.5 -0.3
C 24.130280 -2.744300 7.964910 0.5 0.2 -0.5
C 22.728990 -2.462580 7.553780 -0.5 -0.8 0.9
C 21.633260 -2.947970 8.532370 0.1 -2.4 -1.5
O 20.899290 -1.846720 8.845020 -0.8 1.4 1.7
C 21.456740 -0.766920 8.343740 -1.6 1.5 -1.9
O 20.916500 0.299670 8.347120 0.6 0.3 0.7
O 22.495930 -1.069870 7.556320 0.7 0.6 -0.1
H 24.733890 -2.487000 7.094540 0.5 0.0 0.3
H 24.276610 -3.805880 8.164270 0.0 0.0 0.2
H 24.402140 -2.106590 8.806050 0.2 -0.3 0.1
H 22.569500 -2.862000 6.552220 -0.4 0.1 -0.1
H 21.942910 -3.458540 9.444250 0.4 0.0 -0.1
H 20.935520 -3.545540 7.945710 0.2 -0.7 0.0
C 13.593920 -9.315420 7.004790 0.6 -0.3 0.2
C 14.046480 -9.068500 8.433510 -0.5 -0.5 0.5
C 12.928400 -9.249290 9.471030 -1.0 0.5 -1.8
O 13.378590 -10.119970 10.460340 1.3 -0.3 0.2
C 14.597210 -10.594660 10.069060 1.5 -1.3 0.7
O 15.271360 -11.380150 10.705480 -1.4 1.5 -1.1
O 14.973100 -10.099030 8.858420 -0.3 0.4 0.6
H 12.824660 -8.608280 6.694500 0.2 0.1 -0.1
H 13.227780 -10.332660 6.865980 -0.2 0.0 0.3
H 14.468710 -9.282900 6.355340 -0.1 0.4 -0.2
H 14.453690 -8.066610 8.569490 0.7 -0.2 -0.1
H 12.126090 -9.734700 8.915360 -0.5 0.1 0.4
H 12.609720 -8.275210 9.842140 -0.1 -0.3 0.4
C 16.417610 -7.642860 1.145110 1.1 -0.6 0.0
C 17.236450 -8.703390 1.904230 -1.1 1.2 0.7
C 16.593040 -9.121220 3.239250 0.1 0.5 0.2
O 16.369530 -10.520570 3.107470 -0.8 -0.2 1.3
C 16.645000 -10.945700 1.903070 0.6 -3.5 -2.2
O 16.492670 -12.135260 1.511780 0.5 4.9 1.2
O 17.196450 -9.912860 1.193920 0.3 -1.7 -1.1
H 15.436630 -8.077590 0.953320 -0.2 0.6 0.1
H 16.905040 -7.382710 0.205510 -0.1 -0.4 -0.2
H 16.465290 -6.690680 1.673480 -0.6 -0.2 0.3
H 18.226740 -8.290850 2.097170 0.5 -0.6 -0.3
H 15.647630 -8.590700 3.352640 -0.2 -0.2 0.2
H 17.222640 -8.984350 4.118440 0.1 0.2 -0.1
C 14.623940 -5.532090 6.792810 0.0 1.3 0.8
C 13.989200 -5.237360 5.453220 1.2 0.6 1.3
C 14.924690 -5.223380 4.250770 1.3 1.4 1.2
O 14.252510 -5.998680 3.360500 -0.8 -0.7 -2.9
C 13.362960 -6.728160 3.986800 -1.4 -5.0 -2.7
O 12.859170 -7.762890 3.547530 0.7 2.2 0.4
O 13.172760 -6.334570 5.190240 -1.4 0.1 1.9
H 15.393390 -6.302680 6.840220 -0.2 -0.2 -0.5
H 13.833170 -5.734080 7.515290 -0.1 -0.4 0.0
H 15.089080 -4.640370 7.213020 0.2 0.2 -0.2
H 13.362080 -4.346000 5.470390 0.1 0.1 0.2
H 15.876260 -5.730720 4.409610 0.3 0.4 0.5
H 15.066030 -4.217850 3.854490 0.2 0.0 0.0
C 21.317400 -12.600390 5.571510 -0.5 0.7 1.2
C 20.168950 -12.383830 4.570470 2.9 1.0 0.4
C 20.450660 -11.159380 3.639930 -1.2 -1.6 -0.4
O 20.079540 -11.765710 2.353550 -0.2 0.5 0.5
C 20.018080 -13.132400 2.501400 -1.1 0.7 -5.4
O 19.744570 -13.877190 1.582210 0.6 1.0 1.5
O 20.348500 -13.457500 3.675720 -0.1 -2.2 3.0
H 21.419760 -11.746590 6.241320 -0.4 0.3 0.2
H 22.322440 -12.659410 5.153750 -0.3 -0.3 -0.7
H 21.151810 -13.454360 6.228320 -0.1 -0.2 -0.2
H 19.158950 -12.359840 4.979640 0.1 -0.2 0.1
H 21.499000 -10.866480 3.582510 -0.1 0.1 0.2
H 19.770340 -10.346240 3.893080 0.3 0.3 -0.3
C 13.049000 -1.775290 8.103400 -0.1 0.0 -1.3
C 12.799850 -1.083540 6.679490 -0.8 -3.3 1.6
C 13.376600 0.255070 6.565800 -0.7 1.0 0.8
O 14.065330 0.213610 5.340350 0.2 4.1 0.3
C 14.059930 -0.956110 4.820890 3.1 -2.5 -1.8
O 14.735430 -1.313170 3.877070 -1.3 0.6 0.5
O 13.454220 -1.789570 5.624110 -1.1 -2.2 0.9
H 12.673160 -1.148630 8.912190 0.3 0.3 -0.1
H 14.103900 -2.024530 8.218140 0.2 0.6 0.0
H 12.598130 -2.750770 8.285710 -0.6 0.0 -0.7
H 11.749230 -1.125250 6.392150 -0.2 0.1 0.4
H 14.004520 0.456230 7.433760 0.4 0.4 -0.4
H 12.514950 0.922440 6.548500 0.6 0.7 -0.2
C 17.893800 -1.038190 0.422500 1.4 -0.3 -0.8
C 18.307970 -2.529650 0.162130 1.3 2.6 2.0
C 18.196910 -3.408490 1.393590 0.3 1.1 0.8
O 17.421320 -4.470860 0.939820 -0.3 -1.5 1.1
C 17.116510 -4.307350 -0.329360 -2.5 -3.0 -2.9
O 16.541680 -5.142710 -1.034350 1.4 2.2 1.9
O 17.472510 -3.109010 -0.742740 -0.9 -0.2 -2.1
H 18.065610 -0.458000 -0.484120 -0.3 -0.2 -0.3
H 18.613220 -0.547520 1.078080 0.0 -0.3 0.5
H 16.879440 -0.826670 0.760770 0.0 -0.6 0.1
H 19.346740 -2.636060 -0.150490 -0.1 0.7 -0.6
H 17.698580 -2.840580 2.179240 -0.2 -0.4 0.3
H 19.162140 -3.759300 1.758780 -0.1 0.0 0.0
C 22.561230 -7.186570 2.126820 -0.3 -0.5 -0.3
C 21.200910 -7.641630 1.557970 1.4 2.0 2.5
C 20.393910 -6.445890 1.054300 -0.8 -1.0 0.9
O 19.782080 -7.033320 -0.085080 0.5 0.3 -0.7
C 20.482590 -8.160620 -0.423530 -2.7 -0.3 -4.5
O 20.286370 -8.773220 -1.451590 0.2 1.0 1.3
O 21.358020 -8.481410 0.445830 1.9 -0.6 2.2
H 22.440960 -6.453370 2.924350 -0.4 -0.1 0.1
H 23.171530 -6.694040 1.369820 0.1 -0.3 -0.2
H 23.047450 -8.066220 2.548620 0.4 0.1 -0.1
H 20.704870 -8.103330 2.411720 -0.4 -0.5 -0.3
H 20.990990 -5.541670 0.936030 0.1 0.0 -0.9
H 19.583390 -6.186460 1.735370 0.1 0.0 0.2
C 23.545240 -1.338460 4.141810 0.2 0.3 0.3
C 23.392950 -2.137750 2.824670 0.8 0.3 2.1
C 22.405010 -3.297800 2.844440 1.1 -0.4 0.8
O 21.544300 -3.069140 1.764660 -0.5 1.3 -1.1
C 21.894140 -1.882470 1.150100 -0.1 1.5 -1.2
O 21.418330 -1.369660 0.158810 0.4 -1.7 2.0
O 22.930680 -1.283050 1.816050 -0.6 -0.6 -0.7
H 24.164970 -0.446930 4.045820 -0.4 0.4 -0.8
H 24.129120 -1.760080 4.959990 -0.1 -1.2 -0.2
H 22.601370 -1.055290 4.607660 -0.1 0.1 -0.4
H 24.354390 -2.596050 2.592940 0.3 0.6 -0.5
H 21.913280 -3.416730 3.809920 -0.6 0.1 -0.1
H 23.008400 -4.183680 2.646340 -0.4 -0.4 0.0
C 19.834480 -8.932400 8.253710 -1.0 -0.8 -0.7
C 18.551590 -9.815470 8.271010 0.2 0.9 1.6
C 17.693440 -9.735260 7.055600 0.1 0.9 -1.0
O 17.206560 -11.066860 6.867070 0.1 0.3 0.0
C 17.940410 -11.885110 7.623610 -1.2 -3.5 0.7
O 17.753990 -13.106500 7.688290 0.9 3.2 -0.4
O 18.823470 -11.210160 8.376390 1.0 -0.8 -0.5
H 20.380910 -8.894210 9.196080 -0.1 -0.3 -0.1
H 19.595600 -7.916400 7.939420 -0.3 0.0 0.1
H 20.422310 -9.322370 7.422760 0.4 -0.1 0.2
H 17.909510 -9.668830 9.139520 0.2 0.7 0.2
H 18.263370 -9.399930 6.189090 0.1 -0.1 -0.3
H 16.888920 -9.013380 7.196030 -0.3 -0.3 0.0
C 17.503940 -2.928490 8.972140 0.3 0.1 0.6
C 17.816320 -4.417790 8.598080 -0.2 3.4 -1.4
C 19.033370 -5.083100 9.194840 1.7 1.8 -0.2
O 18.556340 -6.277530 9.725020 2.9 -0.4 0.3
C 17.304940 -6.378090 9.527590 -3.9 -1.8 0.4
O 16.706660 -7.412080 9.779430 0.0 2.0 -0.7
O 16.784080 -5.184260 9.073620 -1.7 -2.9 1.3
H 16.689000 -2.425280 8.451790 -0.4 -0.9 -0.5
H 18.282680 -2.188010 8.789530 0.7 -0.5 0.1
H 17.198670 -2.852300 10.015740 0.3 -0.1 0.3
H 17.724370 -4.421160 7.511970 0.9 -0.5 -0.3
H 19.484230 -4.498290 9.996610 -0.2 0.1 0.3
H 19.842380 -5.229460 8.479160 -0.4 -0.4 -0.4
C 22.236510 -11.584710 9.740430 -0.4 -0.6 0.5
C 23.529960 -11.044380 9.120650 -1.1 -0.5 1.5
C 24.348640 -11.971440 8.268360 -0.3 -2.3 2.1
O 24.468860 -11.404050 7.025820 -0.4 1.5 -1.3
C 23.716510 -10.271670 7.005700 0.5 1.9 -3.5
O 23.634560 -9.533210 5.992320 0.0 -2.3 3.8
O 23.140290 -10.070390 8.191870 0.0 1.8 -1.2
H 22.367630 -12.428860 10.417420 0.6 -0.2 -0.1
H 21.471720 -11.934080 9.046790 0.3 0.1 -0.6
H 21.704680 -10.879090 10.378670 0.3 0.5 -0.2
H 24.155870 -10.657280 9.924690 -0.1 0.7 -0.1
H 23.762860 -12.890620 8.259400 0.4 -0.4 -0.6
H 25.308900 -12.171610 8.743690 0.1 0.0 -0.4
```
Positions in Å, forces in eV/Å.

Properties
- ΔE to the lowest compared entry with this formula, charge and spin (kJ/mol) = 0.0
- 2S+1 = 1
- total charge = -1
- LUMO (eV) = 0.400
- E (eV) = -141931.476